DFT (wB97M-V/def2-TZVPD) results for a cluster of 2 separate species, C9H11NOS in total in a non-equilibrium geometry.

```
! wB97M-V def2-TZVPD RIJCOSX def2/J DEFGRID3
* xyz 0 1
C -2.60 0.74 -0.88
C -1.87 1.91 -0.74
C -2.67 -0.24 0.10
C -0.98 1.88 0.30
C -1.93 -0.05 1.28
C -0.99 0.96 1.36
C 1.76 -1.78 -0.99
C 2.28 -0.48 -1.45
C 1.76 -0.83 1.15
N 1.47 -1.85 0.30
O 3.74 0.65 0.59
S 2.32 0.60 0.26
H -3.13 0.62 -1.82
H -1.90 2.64 -1.51
H -3.36 -1.06 -0.09
H -0.31 2.59 0.58
H -2.03 -0.81 2.12
H -0.48 1.26 2.27
H 1.84 -2.69 -1.60
H 3.20 -0.56 -1.97
H 1.57 0.06 -2.01
H 1.20 -0.87 2.13
H 1.12 -2.69 0.63
*
```

Calculated values
electronic energy: -23879.875 eV
ΔE to the lowest compared entry with this formula, charge and spin: 105.6 kcal/mol

These are the Löwdin partial charges, in e, on atoms 1 to 6: atom 1 (C): -0.112, atom 2 (C): -0.068, atom 3 (C): -0.093, atom 4 (C): -0.118, atom 5 (C): -0.103, atom 6 (C): -0.127

---

DFT (wB97M-V/def2-TZVPD) results for a structure of composition C4H6AgFO4 in a non-equilibrium geometry.

```
! wB97M-V def2-TZVPD RIJCOSX def2/J DEFGRID3
* xyz 0 1
C 2.24 2.42 -2.42
O 1.30 1.60 -3.09
H 3.10 2.53 -3.08
H 1.83 3.42 -2.21
H 2.57 1.96 -1.47
C 0.01 1.22 -0.16
O 0.39 0.54 -1.23
C 0.11 1.28 -2.45
C -0.71 2.46 -1.90
O -0.53 2.38 -0.48
O -0.02 0.74 0.95
F -0.16 -3.30 0.62
H -0.44 0.65 -3.14
H -0.36 3.43 -2.25
H -1.78 2.35 -2.13
Ag 0.09 -1.72 1.93
*
```

Calculated values
electronic energy: -19150.520 eV
ΔE to the lowest compared entry with this formula, charge and spin: 0.5 kcal/mol

These are the Löwdin partial charges, in e, on atoms 1 to 6: atom 1 (C): -0.061, atom 2 (O): -0.094, atom 3 (H): 0.101, atom 4 (H): 0.091, atom 5 (H): 0.102, atom 6 (C): -0.594

---

- The lowest ΔE to the lowest compared entry with this formula, charge and spin belongs to which entry?
  C4H6AgFO4

---

What did the second record say?
DFT (wB97M-V/def2-TZVPD) results for a structure of composition C4H6AgFO4 in a non-equilibrium geometry.

```
! wB97M-V def2-TZVPD RIJCOSX def2/J DEFGRID3
* xyz 0 1
C 2.24 2.42 -2.42
O 1.30 1.60 -3.09
H 3.10 2.53 -3.08
H 1.83 3.42 -2.21
H 2.57 1.96 -1.47
C 0.01 1.22 -0.16
O 0.39 0.54 -1.23
C 0.11 1.28 -2.45
C -0.71 2.46 -1.90
O -0.53 2.38 -0.48
O -0.02 0.74 0.95
F -0.16 -3.30 0.62
H -0.44 0.65 -3.14
H -0.36 3.43 -2.25
H -1.78 2.35 -2.13
Ag 0.09 -1.72 1.93
*
```

Calculated values
electronic energy: -19150.520 eV
ΔE to the lowest compared entry with this formula, charge and spin: 0.5 kcal/mol

These are the Löwdin partial charges, in e, on atoms 1 to 6: atom 1 (C): -0.061, atom 2 (O): -0.094, atom 3 (H): 0.101, atom 4 (H): 0.091, atom 5 (H): 0.102, atom 6 (C): -0.594